1.
This record from the OMol25 dataset describes a structure of composition C16H30IN4O4ReS3Si4. The level of theory is wB97M-V/def2-TZVPD.

The geometry in XYZ format:
```
63
Properties=species:S:1:pos:R:3
C 5.7138 2.4652 2.6691
O 1.2486 -2.3532 0.8343
H -3.8631 -0.1986 2.4578
O -0.4886 -0.7187 0.4427
C -1.8782 2.9035 -2.5185
N 6.4640 3.3282 2.7994
I 7.1086 -5.6704 -0.9116
H -0.7604 0.3803 -3.9966
H 0.6939 1.3910 -4.0203
H -2.2139 -0.6059 2.9419
O -0.1266 -2.4172 -1.2176
Si -1.6117 0.4102 -0.3308
O 1.6208 -0.7220 -0.8277
H -3.0902 0.6781 3.7821
Re 2.6927 -0.6415 1.1064
Si -0.5168 1.7357 -1.9238
C -2.8151 -1.7119 -2.8929
H -1.4514 3.6304 -3.2123
H -0.9690 2.7326 3.3557
H -4.2721 -1.7430 0.8532
N 5.5032 0.8216 5.8767
H 1.7580 2.1339 -1.0128
C -2.9180 0.2145 2.8060
C 0.0763 0.7383 -3.3965
H -5.0082 0.9100 -0.8167
C 4.7775 1.3915 2.5074
H -4.6162 -2.8252 -0.5047
C 4.4627 0.5614 3.5280
C -0.7028 2.2926 2.3901
H -3.0197 -2.8250 0.2570
H -4.5785 0.8798 -2.5195
H 2.3890 -3.8020 -0.1383
H 6.1886 -2.4848 -0.0154
C -4.7747 0.2519 -1.6508
H 0.0863 1.5514 2.5523
C 5.0380 0.7067 4.8301
S 3.2801 -0.7037 3.2747
C 5.4390 -4.5348 -0.5494
H 0.6771 -0.1184 -3.1044
H -0.2829 3.0774 1.7644
H -1.8984 -2.2900 -2.7860
N 4.1325 -2.7933 -0.0319
S 0.5511 -1.6028 -0.2507
C 0.8814 2.7470 -1.2059
H 0.6147 3.2293 -0.2682
N 3.3860 -3.8635 -0.3049
H -5.6671 -0.3404 -1.8623
C 5.3832 -3.1802 -0.1738
H -2.6713 2.3703 -3.0426
H -4.4081 2.4446 0.8229
Si -3.3164 -0.8894 -1.2874
Si -2.2268 1.5138 1.6407
C 4.1241 -4.9414 -0.6116
C -3.5307 2.8368 1.3335
H -3.6220 -2.3794 -3.2079
H -3.1335 3.6544 0.7336
H 1.1484 3.5244 -1.9284
C -3.8522 -2.1908 -0.0454
S 4.0168 1.1925 0.9551
H 3.6827 -5.8913 -0.8527
H -3.8612 3.2568 2.2848
H -2.3364 3.4574 -1.7003
H -2.6573 -0.9746 -3.6793
```

The multiplicity is 2. The expectation value of S² is 0.77. The LUMO energy (alpha / beta) comes out at 1.99 / 1.99 eV. The value obtained for the HOMO-LUMO gap (alpha / beta) is 6.2 / 5.9 eV. The molar mass comes out at 864.10 g/mol. The charge is -1. Its HOMO energy (alpha / beta) is -4.21 / -3.94 eV.

---

2.
This record from the OMol25 dataset describes a structure of composition C16H30IN4O4ReS3Si4. The level of theory is wB97M-V/def2-TZVPD.

The geometry in XYZ format:
```
63
Properties=species:S:1:pos:R:3
H -1.5284 -2.8545 0.6369
H -0.7419 1.1146 -4.0739
S 2.1755 1.3920 4.3752
H -2.5964 -0.3005 5.4995
N -1.3441 5.1943 4.2871
H 2.1804 -3.5370 -0.9445
S 2.7881 -0.6773 0.6410
I -2.7634 -3.5636 4.4061
N 1.3538 3.8047 7.0777
H 2.5828 2.6681 -0.8372
O 3.1041 0.7516 0.7939
H 0.9830 0.8830 -4.3908
O 3.4400 -1.3765 -0.4210
Re 1.3913 0.5434 2.3903
C -1.8744 -0.6257 4.7720
C -2.4991 0.3263 0.7701
C 2.3563 2.4820 -1.8872
H 0.2852 2.5050 -4.4307
N -0.1219 -0.4065 3.4185
H -0.4876 3.1849 -0.3468
C 1.2314 3.3172 6.0410
H -0.5685 3.9420 -1.9441
C -1.6663 -1.8399 4.1620
H 2.9893 -2.5062 -4.1901
H -2.5865 -0.9221 -3.0381
C -0.2196 -2.3498 -3.9190
H 3.1092 1.7862 -2.2649
C 1.3582 -3.6516 -1.6513
S 0.1026 2.4573 2.2452
H -1.6613 2.6169 -1.5382
C -0.6427 2.9904 -1.4092
Si -1.8761 -0.7323 -0.6439
C -0.6451 4.2959 4.1060
H 0.4570 -3.9181 -1.0960
H -3.1930 -2.6854 0.0786
H -2.2879 1.3881 0.6393
H -0.4641 -1.4325 -4.4589
H 2.4426 3.4201 -2.4428
H -0.7714 1.1871 4.4910
C -2.1462 -2.5421 -0.2076
H -2.8089 0.7315 -2.4577
H 2.6104 -0.7829 -4.1912
H -1.1355 -2.7308 -3.4630
C -0.5525 -1.6660 3.3274
Si 0.6304 1.7919 -2.0824
N -0.9150 0.1992 4.3067
C 0.2520 1.5404 -3.9156
H -2.0401 0.0202 1.7110
C 2.7172 -1.6605 -3.5508
H -1.9342 -3.2032 -1.0507
O 2.7529 -1.3184 1.9664
C 0.1923 3.1705 3.8371
Si 0.3803 -0.3646 -1.1738
Si 1.1331 -2.0668 -2.6324
H -3.5820 0.1983 0.8671
H -0.0459 -2.3695 2.6876
H 0.1189 -3.0861 -4.6539
C -2.8886 -0.3210 -2.1791
H 3.5302 -1.4822 -2.8481
H -3.9437 -0.5284 -1.9765
O 1.1928 -0.6269 0.3491
C 1.0975 2.7040 4.7559
H 1.5936 -4.4784 -2.3280
```

The multiplicity is 2. The expectation value of S² is 0.76. The LUMO energy (alpha / beta) comes out at 1.88 / 1.88 eV. The value obtained for the HOMO-LUMO gap (alpha / beta) is 5.9 / 5.6 eV. The molar mass comes out at 864.10 g/mol. The charge is -1. Its HOMO energy (alpha / beta) is -3.97 / -3.70 eV.

---

In terms of stability, 2 leads; the second structure lies 19.4 kcal/mol higher.

---

1.
This record from the OMol25 dataset describes a structure of composition C18H18Cl3IrN2O7S3Se. The level of theory is wB97M-V/def2-TZVPD.

The geometry in XYZ format:
```
53
Properties=species:S:1:pos:R:3
H 4.6998 -1.6182 0.3909
Cl -1.2621 -3.6285 -3.2518
C -2.0221 -4.9745 -1.0815
C 1.8525 0.4425 2.7709
O 3.5661 1.7441 -2.1258
C 3.2147 -1.0077 1.7870
C 3.7614 -1.9826 0.8091
H -0.1552 3.5559 -3.4902
S 4.1057 -0.5874 3.1790
S -0.4678 1.2860 -1.4420
N 2.0562 -0.4070 1.6860
S -1.3431 2.6814 3.3184
C -1.0653 3.5246 -2.8855
Se 2.9026 1.2530 -0.7310
C 0.6000 1.1945 2.8007
H 3.0610 -2.1255 -0.0097
C -1.6551 -4.3013 1.1933
C -1.9907 2.4310 -3.3946
C -2.1572 -5.2072 0.2759
H 0.6951 2.3893 4.6392
H -2.9981 0.7837 0.9375
O 1.8198 2.4661 -0.3652
C -1.2862 1.1133 -3.0730
C 2.8538 0.4704 3.6744
C -0.8443 -2.8619 -0.6602
C -1.3605 1.7224 1.9041
C -1.0223 -3.1697 0.7278
C -2.5546 1.7731 1.0131
H -2.2784 2.0874 0.0213
H 0.1562 3.6286 -1.0755
O -0.2457 -1.7934 -1.0532
H 2.9283 1.0416 4.5833
H -2.1856 2.5254 -4.4660
C -1.3817 -3.8308 -1.5284
H -1.9796 0.2733 -3.0296
H -3.3120 2.4656 1.3934
O 2.0840 -0.4460 -0.9970
C -0.7337 3.1345 -1.4537
O 4.0582 1.2675 0.4961
N -0.2771 0.9867 1.7381
H -2.4140 -5.6818 -1.7986
H 3.9363 -2.9507 1.2867
Cl -0.3917 -2.0338 1.8952
O -1.3497 -0.4263 0.2981
H -1.7528 -4.4694 2.2571
C 0.1916 2.0728 3.7418
H -0.5056 0.8976 -3.8036
Cl -2.9618 -6.6453 0.8317
H -1.5684 3.3506 -0.7926
H -1.5339 4.5120 -2.9333
H -2.9538 2.4835 -2.8761
Ir 0.4941 -0.4264 0.3098
O 0.9728 1.0172 -1.6414
```

The multiplicity is 2. The expectation value of S² is 0.76. The LUMO energy (alpha / beta) comes out at 2.01 / 2.01 eV. The value obtained for the HOMO-LUMO gap (alpha / beta) is 6.6 / 6.5 eV. The molar mass comes out at 848.09 g/mol. The charge is -1. Its HOMO energy (alpha / beta) is -4.57 / -4.50 eV.

---

2.
This record from the OMol25 dataset describes a structure of composition C18H18Cl3IrN2O7S3Se. The level of theory is wB97M-V/def2-TZVPD.

The geometry in XYZ format:
```
53
Properties=species:S:1:pos:R:3
C -0.8083 1.7366 -2.6003
H -3.0318 2.4927 2.2975
H -2.1135 4.0904 -3.1850
Ir 0.1141 0.3134 0.2510
C -2.8185 -1.1156 0.2252
H 0.7982 4.4739 -2.2965
C -0.2545 4.2776 -2.0981
Cl 6.7657 -1.2019 -2.2703
H 1.8759 -2.8849 -1.1515
C -0.0093 -3.2349 -0.2208
C -2.4154 -3.5649 -0.1764
H 1.9403 -3.0858 0.6028
S -1.0644 -4.5851 -0.3682
H 0.3900 2.6092 -4.1443
Se -0.6001 -0.0656 3.3632
N -0.6287 -2.1123 -0.0179
O 0.8439 -0.7634 3.6242
C -1.0386 4.0361 -3.3796
C 2.2924 -0.4108 -1.6228
H -3.2207 3.1553 0.6641
H -1.8468 1.4588 -2.3956
C 1.4645 -3.4404 -0.3092
H -0.6558 5.0608 -1.4581
N -2.1839 0.0996 0.3797
C -2.7014 2.4018 1.2618
Cl 2.6379 -0.7294 1.1136
C -1.9884 -2.2899 0.0030
C 5.0608 -0.9038 -2.0300
C 4.5338 -0.8922 -0.7513
O 1.2678 2.6106 -0.9861
H -0.8017 4.7899 -4.1318
H -3.4257 -3.9356 -0.1768
C -3.0154 1.0193 0.7891
H -4.8381 -1.9322 0.4015
H 5.1704 -1.0698 0.1043
H -0.1881 0.8409 -2.5896
H -1.2614 2.2627 -4.6509
H 4.6392 -0.6808 -4.1270
H 1.6937 -4.4970 -0.4437
C 4.2448 -0.6782 -3.1211
C 2.9036 -0.4369 -2.8970
O 1.0084 -0.1963 -1.5591
O 1.4760 1.7867 0.2318
S -4.6417 0.4657 0.8887
Cl 1.8834 -0.1357 -4.2828
S -0.3226 2.6963 -1.1404
O -1.1725 0.8548 4.5645
C -4.1559 -1.1004 0.4218
O -1.6846 -1.1603 2.8365
H -1.6292 2.5491 1.2754
C -0.6541 2.6275 -3.8221
O -0.3424 1.0871 2.0787
C 3.1860 -0.6553 -0.5429
```

The multiplicity is 2. The expectation value of S² is 0.76. The LUMO energy (alpha / beta) comes out at 1.93 / 1.93 eV. The value obtained for the HOMO-LUMO gap (alpha / beta) is 6.8 / 6.7 eV. The molar mass comes out at 848.09 g/mol. The charge is -1. Its HOMO energy (alpha / beta) is -4.90 / -4.78 eV.

---

In terms of stability, 2 leads; the second structure lies 128.4 kcal/mol higher.

---

1.
This record from the OMol25 dataset describes a structure of composition C5H8O. The level of theory is wB97M-V/def2-TZVPD.

The geometry in XYZ format:
```
14
Properties=species:S:1:pos:R:3
H -0.4220 0.5825 1.9028
H 0.1912 2.3647 -0.1064
C -1.0389 0.7353 0.9886
H 2.1534 -0.7911 -1.0050
C -0.8910 -0.4447 -0.0161
H -2.0761 0.8595 1.2949
H -0.2706 0.4146 -2.0710
H 2.1779 0.2554 0.3205
C -0.5048 0.4750 -0.9730
C -0.4339 1.5147 -0.0866
C 2.0440 -0.6743 0.0339
O -1.1244 -1.7485 0.0512
H -1.2858 -2.1375 -0.8297
H 1.4808 -1.4059 0.4958
```

The multiplicity is 3. The expectation value of S² is 2.03. The LUMO energy (alpha / beta) comes out at 0.70 / 0.35 eV. The value obtained for the HOMO-LUMO gap (alpha / beta) is 7.3 / 10.0 eV. The molar mass comes out at 84.12 g/mol. Its HOMO energy (alpha / beta) is -6.55 / -9.66 eV.

---

2.
This record from the OMol25 dataset describes a structure of composition C5H8O. The level of theory is wB97M-V/def2-TZVPD.

The geometry in XYZ format:
```
14
Properties=species:S:1:pos:R:3
H 1.5015 -0.4989 2.0604
H 0.4464 0.6206 -1.7487
H -1.6603 -1.1137 1.0236
H -1.8254 0.9026 -0.8216
C -1.3051 0.8939 0.1942
C 1.2776 -0.2672 1.0592
H -0.4538 1.6968 0.2297
C -0.4622 -0.2619 0.1213
H 0.5674 -1.0154 -1.7507
O -1.1063 -1.4462 0.3058
H -2.1371 0.8593 0.9798
C 1.7663 -0.1846 -0.1840
H 2.8124 0.0242 -0.4130
C 0.5787 -0.2095 -1.0559
```

The multiplicity is 3. The expectation value of S² is 2.01. The LUMO energy (alpha / beta) comes out at 0.83 / -1.55 eV. The value obtained for the HOMO-LUMO gap (alpha / beta) is 5.4 / 7.1 eV. The molar mass comes out at 84.12 g/mol. Its HOMO energy (alpha / beta) is -4.53 / -8.69 eV.

---

In terms of stability, 1 leads; the second structure lies 44.0 kcal/mol higher.

---

1.
This record from the OMol25 dataset describes a structure of composition C2H6O4. The level of theory is wB97M-V/def2-TZVPD.

The geometry in XYZ format:
```
12
Properties=species:S:1:pos:R:3
O -0.8473 1.4585 -0.4500
H -1.7430 -0.6226 -0.4966
C 0.1332 -0.6880 -0.4409
C 0.2325 0.7053 0.0537
H -1.5928 1.4117 0.1619
H 1.0014 -1.1440 -0.9045
O 1.4601 1.3355 -0.1370
O -1.0262 -1.0931 -0.9605
O 0.2955 -1.2364 1.3199
H 0.3909 -2.1241 1.6892
H 1.4914 1.6867 -1.0371
H 0.2044 0.3105 1.2019
```

The LUMO energy comes out at 0.42 eV. The value obtained for the HOMO-LUMO gap is 10.4 eV. The molar mass comes out at 94.07 g/mol. Its HOMO energy is -9.94 eV.

---

2.
This record from the OMol25 dataset describes a cluster of 2 separate species, C2H6O4 in total. The level of theory is wB97M-V/def2-TZVPD.

The geometry in XYZ format:
```
12
Properties=species:S:1:pos:R:3
O -1.0731 1.5145 0.0921
H 3.0245 -0.3708 3.6919
O 2.3384 -0.4840 2.9957
H 0.3877 -1.0717 -2.9947
C -1.4666 0.5210 -0.8202
C -0.2014 -0.0563 -1.5709
O -0.5040 -0.9754 -2.5616
H -2.1901 0.8309 -1.5986
H -1.9118 -0.3272 -0.2654
H 1.5379 -0.7843 3.4828
O 0.9320 0.2390 -1.3294
H -0.8734 0.9644 0.8782
```

The LUMO energy comes out at 0.50 eV. The value obtained for the HOMO-LUMO gap is 10.9 eV. The molar mass comes out at 94.07 g/mol. Its SMILES is O=C(O)CO.O. Its HOMO energy is -10.43 eV.

---

In terms of stability, 2 leads; the second structure lies 57.4 kcal/mol higher.

---

1.
This record from the OMol25 dataset describes a structure of composition C26H29N5S2SeV. The level of theory is wB97M-V/def2-TZVPD.

The geometry in XYZ format:
```
64
Properties=species:S:1:pos:R:3
C 0.8844 -2.0085 -0.1781
H -2.1073 -1.1424 3.1376
C -3.0190 -3.2463 0.9276
S 1.8285 4.2170 2.4758
C -3.5742 -1.1459 -0.7998
C -3.8847 -0.0509 -1.7831
H 4.1477 6.7542 -1.0748
V 0.1614 0.9868 -0.7035
H -1.4717 -3.9885 -2.3611
C 2.3096 3.9107 -1.3817
Se -2.0877 0.8434 0.6806
C -2.7568 -0.9199 0.3219
N 0.0406 -1.3479 -0.9586
H -0.1623 3.1621 -2.3646
H -0.3308 1.3578 2.1507
C -2.4835 -1.9853 1.1894
C 2.0682 -1.4169 1.9502
C -0.4162 2.0947 -2.4113
H -4.7356 -2.5721 -1.8834
H -1.4223 -2.7613 2.8903
C -4.1037 -2.4138 -1.0135
C 3.1778 5.7625 0.5526
C 3.0989 4.9926 -1.7271
C 0.9573 -3.3860 -0.0949
H -4.6919 0.5880 -1.4164
H 3.5032 6.4692 1.3054
S 2.5863 0.3698 -1.4874
H 1.6836 -3.8568 0.5532
C 2.5547 -0.2041 0.0999
C 1.0174 2.8432 1.7624
H 0.1034 -5.1999 -0.8501
N 1.7596 -1.2042 0.6108
H -0.6808 -1.3183 2.1522
N 3.3082 0.2114 1.1401
N 0.3629 1.9910 2.5719
C 4.2744 1.2980 1.0673
C -0.7788 -3.4548 -1.7274
H -0.0245 1.7409 -3.3776
H 4.7322 1.2949 0.0823
H 1.9618 3.2111 -2.1247
C 0.0894 -4.1185 -0.8856
H 5.0288 1.1368 1.8332
N 1.1467 2.7063 0.4654
C -1.6261 -1.8012 2.4116
H 3.5004 -0.3326 3.2175
C 3.5334 5.9154 -0.7751
H -4.1980 -0.4725 -2.7396
H -1.4346 -1.5053 -2.3753
H -3.0260 0.5973 -1.9415
C -3.8371 -3.4825 -0.1657
C 1.9435 3.7381 -0.0480
H 0.1691 2.2909 3.5115
H -2.7932 -4.0631 1.6075
H -5.5050 -4.8322 -0.3966
H -4.1322 -5.2164 -1.4217
C -0.7691 -2.0698 -1.7374
H 3.3773 5.1252 -2.7646
C 3.0207 -0.5300 2.2755
H 3.7824 2.2572 1.2208
H -4.0667 -5.5709 0.3059
C -4.4138 -4.8474 -0.4324
H -1.5107 2.0717 -2.5026
H 1.5437 -2.1464 2.5413
C 2.3865 4.6741 0.8929
```

The multiplicity is 4. The expectation value of S² is 3.77. The LUMO energy (alpha / beta) comes out at 0.26 / 0.23 eV. The value obtained for the HOMO-LUMO gap (alpha / beta) is 6.5 / 7.4 eV. The molar mass comes out at 605.59 g/mol. Its HOMO energy (alpha / beta) is -6.26 / -7.13 eV.

---

2.
This record from the OMol25 dataset describes a structure of composition C26H29N5S2SeV. The level of theory is wB97M-V/def2-TZVPD.

The geometry in XYZ format:
```
64
Properties=species:S:1:pos:R:3
C 4.7386 1.1791 0.9444
H -3.7085 -0.9189 -0.1770
H 3.8024 0.5856 -4.3995
C 3.1889 -0.8019 -2.8798
H -5.4043 -1.1226 0.2709
C 2.3657 0.6357 0.7946
C 3.0279 0.3030 -3.6994
C 3.9737 -1.0967 1.1569
H -0.8269 2.8781 0.6707
H -4.4318 2.2931 -3.0665
H -2.4091 2.6354 4.6183
N 1.0867 1.1759 0.6077
C -5.2390 -1.2880 5.5097
H 4.0855 -1.4034 -2.9187
C 1.1541 2.4801 0.5682
H -4.2286 -2.3707 0.6801
C -3.3660 0.5373 2.0741
C -4.3739 -1.2924 0.5966
N -0.3523 1.2824 -2.5951
C -3.8303 0.5119 4.4404
H 0.2196 4.2719 0.6398
H -6.3157 -1.3934 5.3639
C -4.1289 -0.6263 1.9241
C -0.5551 2.6529 -2.7755
H -3.7054 0.9622 5.4202
H -0.1730 -2.6867 0.5887
H -2.4435 3.7471 -2.9981
S 2.7666 3.1714 0.6381
H -0.0523 -1.5096 1.9070
H 6.0357 -0.4924 1.2454
H 5.5330 1.9137 0.9403
H 0.2561 3.3555 -2.7258
H 1.6460 1.8629 -4.2896
H -1.6144 -1.9390 1.2653
N 0.0906 3.2950 0.4388
V -0.5833 -0.0927 -0.3821
C 2.6537 -0.7108 0.9987
N -2.4934 1.6030 -2.8483
C -3.9261 1.3601 -2.8311
C -1.5831 0.6269 -2.6637
H 2.2598 -1.9729 -1.3261
C -1.8765 2.8388 -2.9042
C 5.0118 -0.1668 1.1182
H -4.8338 -2.2866 5.6852
N 1.0663 -0.4022 -1.8784
C 2.1791 -1.1241 -1.9894
H -4.1766 0.6002 -3.5675
S -1.8690 -1.0167 -2.4852
C -0.5783 -1.7367 0.9696
C -4.5890 -0.6428 4.3151
C 0.9028 0.6177 -2.7119
H -5.3084 -2.0975 2.9231
C 1.8465 1.0266 -3.6350
H -4.2095 1.0246 -1.8330
H -5.0775 -0.6976 6.4115
Se -2.5482 1.4129 0.5654
H 4.2001 -2.1424 1.3224
C 3.4138 1.5621 0.7962
C -4.7219 -1.1916 3.0494
H 1.8418 -1.4243 1.0349
H -1.3517 2.1757 3.2691
C -2.3890 2.3469 3.5669
H -2.7569 3.1805 2.9659
C -3.2152 1.1096 3.3454
```

The multiplicity is 4. The expectation value of S² is 3.77. The LUMO energy (alpha / beta) comes out at 0.00 / -0.07 eV. The value obtained for the HOMO-LUMO gap (alpha / beta) is 6.4 / 6.7 eV. The molar mass comes out at 605.59 g/mol. Its HOMO energy (alpha / beta) is -6.36 / -6.79 eV.

---

In terms of stability, 1 leads; the second structure lies 7.6 kcal/mol higher.